No. 1
The molecule C3H7NS2 at a distorted geometry. Source: OMol25; level of theory: ωB97M-V with the def2-TZVPD basis set.

Properties
2S+1	1
LUMO level	0.0152	hartree
Kohn-Sham gap	0.3259	Eh
charge	0
HOMO	-8.454	eV

Last column: Löwdin charge in e.
Atoms and positions in Å:
C (-1.975, 0.761, 0.854)  -0.44
S (-1.610, -0.505, -0.446)  0.78
N (-0.082, -1.009, -0.234)  -0.47
C (1.018, -0.260, -0.006)  -1.03
C (2.134, -1.053, 0.492)  -0.15
S (1.165, 1.322, -0.280)  0.70
H (-1.817, 0.463, 1.935)  0.03
H (-1.304, 1.756, 0.598)  0.02
H (-3.192, 0.930, 0.580)  0.09
H (-0.155, -1.991, 0.257)  0.14
H (2.073, -2.066, 0.036)  0.08
H (3.199, -0.588, 0.210)  0.13
H (1.822, -1.196, 1.592)  0.12

No. 2
A structure of composition C27H33N3O6PdS. Source: OMol25; level of theory: ωB97M-V with the def2-TZVPD basis set.

Properties
2S+1	1
LUMO level (spin up / spin down)	0.0006 / 0.0005	hartree
Kohn-Sham gap (spin up / spin down)	0.2594 / 0.2593	Eh
charge	0
HOMO (spin up / spin down)	-7.042 / -7.042	eV

Last column: Löwdin charge in e.
Atoms and positions in Å:
Pd (0.998, 0.021, 0.035)  1.01
C (-2.821, -2.155, 0.117)  -0.03
N (-2.550, -1.289, 1.254)  -0.12
C (-3.708, -0.821, 1.998)  -0.02
C (-1.295, -1.001, 1.608)  -0.41
O (-0.322, -1.419, 0.952)  -0.06
C (-1.077, -0.230, 2.907)  -0.13
O (0.275, -0.144, 3.231)  -0.11
C (0.869, -1.354, 3.625)  -0.12
C (2.258, -1.444, 2.994)  -0.42
O (2.632, -0.601, 2.202)  0.04
N (3.019, -2.512, 3.348)  -0.15
C (4.356, -2.636, 2.796)  -0.03
C (2.637, -3.478, 4.357)  -0.05
H (-3.470, -1.640, -0.593)  0.09
H (-1.885, -2.416, -0.365)  0.09
H (-3.322, -3.064, 0.457)  0.10
H (-4.511, -0.621, 1.289)  0.10
H (-4.055, -1.570, 2.715)  0.10
H (-3.491, 0.105, 2.520)  0.09
H (-1.442, 0.792, 2.795)  0.13
H (-1.657, -0.720, 3.703)  0.14
H (0.938, -1.398, 4.717)  0.14
H (0.289, -2.218, 3.283)  0.13
H (4.458, -1.945, 1.965)  0.09
H (5.114, -2.408, 3.550)  0.09
H (4.509, -3.657, 2.441)  0.09
H (1.558, -3.566, 4.440)  0.08
H (3.023, -4.457, 4.072)  0.09
H (3.045, -3.226, 5.341)  0.10
C (-1.468, -1.209, -6.282)  -0.05
C (-0.412, -0.991, -5.233)  -0.28
C (0.450, 0.099, -5.315)  -0.04
C (1.398, 0.334, -4.335)  -0.04
C (1.486, -0.531, -3.254)  -0.28
C (0.644, -1.626, -3.152)  -0.06
C (-0.298, -1.850, -4.145)  -0.04
S (2.666, -0.174, -1.988)  0.50
O (2.156, 1.083, -1.346)  -0.37
O (3.956, -0.056, -2.583)  -0.26
O (2.491, -1.230, -0.958)  -0.39
H (-1.119, -0.893, -7.265)  0.08
H (-2.365, -0.629, -6.051)  0.08
H (-1.757, -2.258, -6.341)  0.08
H (0.374, 0.776, -6.158)  0.12
H (2.065, 1.184, -4.402)  0.12
H (0.735, -2.292, -2.303)  0.11
H (-0.955, -2.710, -4.075)  0.11
C (-1.876, 2.359, -3.421)  -0.10
C (-2.079, 1.107, -2.860)  -0.09
C (-1.596, 0.824, -1.593)  -0.04
C (-0.887, 1.779, -0.859)  -0.30
C (-0.670, 3.031, -1.442)  -0.03
C (-1.168, 3.315, -2.703)  -0.08
N (-0.369, 1.403, 0.402)  -0.07
C (-0.079, 2.435, 1.316)  -0.32
C (1.137, 2.506, 1.991)  -0.03
C (1.348, 3.485, 2.951)  -0.08
C (0.362, 4.412, 3.257)  -0.11
C (-0.855, 4.343, 2.590)  -0.10
C (-1.078, 3.365, 1.635)  -0.06
H (-2.254, 2.585, -4.410)  0.10
H (-2.612, 0.341, -3.411)  0.10
H (-1.737, -0.155, -1.154)  0.08
H (-0.099, 3.775, -0.903)  0.12
H (-0.985, 4.291, -3.136)  0.10
H (1.909, 1.776, 1.781)  0.09
H (2.302, 3.522, 3.463)  0.10
H (0.537, 5.175, 4.004)  0.09
H (-1.641, 5.054, 2.816)  0.10
H (-2.029, 3.314, 1.118)  0.11

In the order shown, the computed relative energy (zero: lowest compared OMol25 entry of this formula, charge and spin) values come out to 45.19 2.70 kcal/mol.